No. 1
The following is a DFT calculation (ωB97M-V with the def2-TZVPD basis set) of C31H36Cl5CsF3N5O12P2S2 as an isolated structure at a distorted geometry.

Results
E_HOMO   -2.75 eV
Energy above the lowest of the compared OMol25 structures with the same formula, charge and spin   0.00 kcal/mol
Orbital gap   5.67 eV
Total charge   -2
E_tot   -176318.499 eV

Structure (XYZ):
```
97
Properties=species:S:1:pos:R:3:mulliken_charge:R:1
Cs 2.31050 -2.23741 0.45157 1.3825
Cl 6.19805 6.19835 -2.37442 -0.2302
C 4.64233 5.61226 -2.66279 -0.0348
C 4.37980 4.73569 -3.67651 0.6177
Cl 5.57216 4.47575 -4.93908 -0.2280
C 3.19702 4.02740 -3.80260 -0.2529
Cl 2.99433 2.92485 -5.14106 -0.2356
C 2.17940 4.16465 -2.88118 -0.3711
O 1.16053 3.40117 -2.70789 -0.3924
C 2.37358 5.26580 -1.91052 0.0094
Cl 1.11205 5.39902 -0.76627 -0.1582
C 3.58212 5.90101 -1.76861 0.3171
Cl 3.85625 6.93588 -0.36598 -0.2072
C -2.37142 -4.08837 -2.40481 -1.7387
C -0.96060 -3.45420 -2.19418 0.9343
O -0.63094 -2.85193 -3.39281 -0.6865
P 0.21737 -4.82988 -1.47266 0.4940
O 0.37825 -5.84295 -2.77844 -0.5629
O -0.58920 -5.38787 -0.33656 -0.8436
O 1.56824 -4.25809 -1.14661 -0.7358
P -1.00526 -2.10571 -0.88355 0.9110
O 0.10906 -1.07697 -1.15530 -0.9445
O -2.38152 -1.62806 -0.85802 -0.9079
O -0.55029 -2.76010 0.52614 -0.4180
H -2.31329 -4.88531 -3.09561 0.4976
H -3.06356 -3.38020 -2.86116 0.1503
H -2.72021 -4.46391 -1.49713 0.4574
H -0.16964 -2.03963 -3.16005 0.4522
H 0.84502 -5.23705 -3.38209 0.3335
H -0.43100 -3.75230 0.49993 0.3605
H -2.29711 -0.90277 -3.35655 0.0931
F 6.72464 -2.22824 6.02949 -0.2485
C 7.19161 -2.33281 4.76275 0.7282
F 7.13566 -1.06079 4.22575 -0.2406
F 8.54256 -2.57833 4.96772 -0.3201
C 6.49822 -3.35517 3.91416 -0.0736
C 7.22080 -4.47259 3.46660 -0.2539
C 6.68717 -5.31982 2.48429 -0.8271
C 5.42846 -4.94259 1.98693 -0.1076
N 4.63585 -3.97796 2.40912 -0.2545
C 5.10579 -3.15624 3.44408 -0.0909
S 4.04485 -1.94688 3.95472 -0.4273
H 8.23885 -4.57241 3.78367 0.4373
H 7.36247 -5.97277 1.97341 0.3119
H 4.94346 -5.49485 1.17326 0.3766
C -5.86302 2.91984 4.79734 -1.4030
C -4.68806 2.10043 4.25077 -0.1533
S -4.00389 1.07341 5.57554 1.2435
O -3.74342 1.96604 6.68366 -0.6895
O -4.68179 -0.18643 5.83185 -0.6708
C -2.38157 0.68770 4.87432 -0.5150
C -2.37076 -0.12474 3.59143 -0.9737
N -1.17017 0.19719 2.82861 0.4822
C 0.00350 -0.45348 2.97348 0.5250
N 1.00691 0.15822 2.33955 -0.4230
C 0.50470 1.26265 1.76719 -0.7504
C -0.83333 1.33878 2.07661 -0.1437
N -1.64760 2.39801 1.61074 1.0200
O -2.85893 2.25408 1.61564 -0.5835
O -1.08367 3.39454 1.18442 -0.6455
C 0.14079 -1.83961 3.59487 -0.6304
H -6.30348 3.57676 4.03369 0.3941
H -5.50454 3.50742 5.65202 0.3768
H -6.71776 2.29502 5.06884 0.3426
H -3.83752 2.74180 3.93179 0.1913
H -4.93252 1.47023 3.38460 0.3760
H -1.77231 0.21694 5.70220 0.3113
H -1.96526 1.65795 4.62951 0.3499
H -3.23914 0.13540 2.98434 0.3643
H -2.40892 -1.22951 3.70897 0.4538
H 1.06735 1.92720 1.17094 0.7395
H 1.16282 -2.05619 3.79469 -0.1237
H -0.29546 -2.58956 2.92947 0.0920
H -0.41557 -1.93777 4.53047 0.3923
C -1.64508 3.45378 -2.84726 -0.8823
N -1.04651 2.14279 -2.43866 0.8056
C -1.71110 1.51074 -1.33141 -0.0528
C -0.92068 1.18004 -3.57095 -1.2935
C -2.15068 0.87470 -4.51409 0.8626
C -2.42972 1.63639 -5.65676 -0.5567
C -3.26677 0.99981 -6.61972 -0.6622
C -3.69184 -0.28441 -6.38802 -0.4255
C -3.40141 -1.03327 -5.24714 -0.8564
C -2.62683 -0.34944 -4.25464 0.3895
H -1.37481 4.15987 -2.02834 0.2253
H -2.72050 3.41816 -2.88852 0.3130
H -1.11337 3.74381 -3.77923 0.2580
H -0.04965 2.42765 -2.28958 0.4399
H -2.63601 1.04930 -1.66383 0.3154
H -1.92154 2.20368 -0.49969 0.2853
H -1.05975 0.62772 -0.96568 -0.4180
H -0.63859 0.21254 -3.10720 0.4156
H -0.28800 1.68217 -4.29354 0.4452
H -1.98641 2.54411 -5.94548 0.4586
H -3.47384 1.38921 -7.60180 0.3500
H -4.13810 -0.82013 -7.22706 0.3063
H -3.82865 -2.07921 -5.04013 0.2556
```

No. 2
The following is a DFT calculation (ωB97M-V with the def2-TZVPD basis set) of a 6-piece molecular cluster, C22H36O18 overall at a distorted geometry.

Results
E_HOMO   -10.63 eV
Energy above the lowest of the compared OMol25 structures with the same formula, charge and spin   0.00 kcal/mol
Orbital gap   10.63 eV
Total charge   0
E_tot   -60253.498 eV
SMILES   C[C@H]1COC(=O)O1.C[C@H]1COC(=O)O1.C[C@H]1COC(=O)O1.C[C@H]1COC(=O)O1.COC(=O)OC.COC(=O)OC

Structure (XYZ):
```
76
Properties=species:S:1:pos:R:3:mulliken_charge:R:1
C 3.76563 1.53099 4.31708 -1.3510
C 4.19735 1.11752 2.90443 0.5433
C 3.42100 -0.06652 2.29387 -0.2917
O 3.09644 0.38880 0.96615 -0.0881
C 3.48472 1.66876 0.81205 0.4598
O 3.44508 2.25140 -0.21968 -0.5515
O 3.85385 2.20179 1.99675 -0.4296
H 3.07863 0.78174 4.71334 0.3386
H 3.23695 2.47710 4.24800 0.3575
H 4.60952 1.61445 4.99590 0.3104
H 5.26638 0.92653 2.80989 0.3631
H 2.48505 -0.23456 2.82083 0.0530
H 4.04029 -0.95439 2.26647 0.2972
C -1.14383 -3.23436 1.19066 -1.0964
C -0.57906 -2.79511 2.54393 0.6943
C -0.48790 -3.91787 3.59429 -0.4580
O 0.93385 -4.09383 3.74712 -0.3741
C 1.61377 -3.15174 3.08210 0.4257
O 2.79327 -3.02348 3.09998 -0.5195
O 0.75649 -2.32220 2.40979 -0.0375
H -1.39298 -2.33549 0.62027 -0.1195
H -2.10903 -3.72635 1.29718 0.4183
H -0.36211 -3.78791 0.67216 0.4208
H -1.23839 -2.00207 2.91056 0.0587
H -0.94962 -4.82718 3.22020 0.3158
H -0.84578 -3.61829 4.57622 0.2991
C 4.44439 -1.81370 -3.44412 -1.3917
C 4.37560 -3.00389 -2.53248 0.5150
C 2.96367 -3.23687 -1.93980 0.3697
O 2.65677 -4.57829 -2.27262 -0.3681
C 3.62088 -5.12131 -3.03041 0.6007
O 3.64359 -6.22772 -3.45333 -0.5463
O 4.60638 -4.22226 -3.26061 -0.4104
H 4.58327 -0.90680 -2.86030 0.3206
H 3.57298 -1.79960 -4.10288 0.3680
H 5.27210 -1.90433 -4.15342 0.3758
H 5.14275 -2.97307 -1.75692 0.2596
H 2.30217 -2.51819 -2.41254 -0.1509
H 3.01624 -3.13073 -0.85873 0.0832
C -2.39274 1.14424 -1.54409 -1.3406
C -1.03420 0.89548 -2.13737 0.6610
C -0.13004 0.05269 -1.22119 0.9791
O 0.45502 -0.89486 -2.08581 -0.1068
C -0.23654 -0.94113 -3.25185 0.4657
O 0.02150 -1.68133 -4.13529 -0.5435
O -1.21901 -0.01961 -3.24026 -0.4463
H -3.14708 1.45935 -2.26664 0.3234
H -2.40669 1.93900 -0.79801 0.2732
H -2.77905 0.23792 -1.07557 0.3625
H -0.57211 1.83743 -2.43335 0.1291
H -0.73728 -0.37978 -0.42204 -0.6649
H 0.65800 0.64392 -0.77063 -0.1700
C -0.55642 1.00886 2.39536 -0.6609
O -1.78942 0.96855 1.66754 0.0202
C -2.82973 1.46588 2.34025 0.5387
O -2.87236 1.65732 3.52367 -0.5723
O -3.81737 1.69309 1.48550 -0.1891
C -4.99392 2.26439 2.05426 -0.7082
H 0.24379 0.91095 1.67112 -0.0751
H -0.53547 0.24970 3.17718 0.3146
H -0.44352 1.95522 2.92909 0.5143
H -4.75661 3.20516 2.55268 0.3472
H -5.44785 1.59336 2.77956 0.3051
H -5.65529 2.47428 1.22056 0.1668
C -5.79679 2.92011 -2.46760 -0.4292
O -5.42026 3.69331 -3.61531 -0.3676
C -4.18761 4.19798 -3.75532 0.8184
O -3.83016 4.68533 -4.78575 -0.5599
O -3.47961 4.13662 -2.62872 -0.2994
C -2.16103 4.66548 -2.63624 -0.7293
H -6.70476 3.37856 -2.07404 0.3131
H -5.03913 2.82236 -1.70031 0.1009
H -6.07962 1.92773 -2.82620 0.2795
H -1.73827 4.43169 -1.65935 0.2173
H -2.23948 5.74943 -2.68696 0.3488
H -1.51917 4.22040 -3.39027 0.3203
```

Question: Which value of orbital gap does entry 1 give?
Answer: 5.67 eV

Question: Which of these has the highest total charge?
Answer: C22H36O18

Question: Which of these has the highest E_tot?
Answer: C22H36O18